Record 1
21
Properties=species:S:1:pos:R:3:forces:R:3:mulliken_spin:R:1 method="wB97M-V/def2-TZVPD" energy_ev=-9863.351 total_charge=-1 s2=0.750 multiplicity=2
C -2.9770 0.2391 0.7566 0.708 -2.260 1.277 0.14
C -1.7772 -0.3894 1.6076 -1.109 -2.963 0.515 0.10
C -0.4635 0.3527 1.6752 -0.742 1.725 -1.197 1.36
C 0.0311 0.9115 0.3073 -0.065 -0.794 3.107 0.89
N 0.2690 -0.3044 -0.4484 -1.894 0.123 -2.815 -0.87
C 1.4239 -0.3513 -1.2650 -0.610 0.006 -0.030 2.67
N 2.5372 0.1887 -0.5756 -3.262 -0.016 1.737 0.73
N 1.2856 -0.8417 -2.4700 -1.410 0.775 2.669 -0.34
H -2.7022 0.2493 -0.3000 -0.248 -0.081 0.036 -0.05
H -3.9700 -0.3097 0.9367 1.497 0.792 -0.341 -0.10
H -3.0216 1.2301 1.1019 -0.595 1.543 0.242 0.00
H -2.0738 -0.6304 2.7332 0.150 0.530 -2.273 -0.08
H -1.5044 -1.4519 1.1598 -0.764 1.958 0.827 0.01
H 0.2675 -0.4164 1.9140 0.420 0.565 0.792 -0.48
H -0.5387 1.2658 2.2937 0.140 -0.781 0.581 -0.37
H -0.6720 1.5456 -0.1461 -1.424 0.686 -0.839 -0.53
H 0.7791 1.6634 0.6434 0.725 -1.256 -1.045 -0.67
H -0.7178 -0.5008 -1.0116 3.947 0.370 1.406 0.02
H 2.5517 0.2192 0.5157 -0.305 -0.223 -2.152 -0.24
H 3.4138 0.0320 -0.9287 2.478 -0.557 -1.243 -1.02
H 2.1223 -0.7695 -2.9446 2.363 -0.144 -1.254 -0.18

---

Record 2
45
Properties=species:S:1:pos:R:3:forces:R:3:mulliken_charge:R:1 method="wB97M-V/def2-TZVPD" energy_ev=-39998.263
H 2.9040 -2.4785 1.1821 -1.077 -4.544 -0.200 0.18
N 2.9792 -1.5585 1.0632 -0.535 8.109 -2.729 -0.85
C 2.2739 -0.8854 0.1254 1.260 -2.389 3.629 0.37
C 1.2069 -1.7200 -0.6763 0.329 2.573 -0.903 -1.19
C -0.1150 -2.0096 -0.0026 0.486 -1.018 1.268 0.66
C -0.7774 -0.7505 0.5095 -2.324 2.402 -2.177 -0.28
C -0.5997 -0.2810 1.7936 -0.331 1.015 0.923 -0.02
C -1.2613 0.8381 2.3246 -0.319 0.540 -0.324 -0.63
C -2.1541 1.5898 1.4916 0.906 -0.622 3.580 0.26
Cl -3.1049 2.8807 2.2111 0.321 -0.229 -0.161 -0.21
C -2.3704 1.2338 0.2228 1.129 -2.747 -2.411 -0.86
C -1.6535 0.1112 -0.3380 0.606 -0.926 2.122 0.04
C -1.0243 -2.9072 -0.8108 -1.700 -1.311 -0.585 0.14
C -1.7492 -3.9289 -0.0968 0.428 1.726 -0.336 -0.71
C -2.8500 -4.5263 -0.7486 0.985 -1.489 2.140 -0.31
C -3.1167 -4.2192 -2.0424 -1.245 0.258 -1.386 -0.38
C -2.2335 -3.3780 -2.7254 -0.079 1.748 -2.683 -0.11
N -1.2197 -2.7165 -2.1394 -0.371 -0.362 1.017 -0.40
N 2.4066 0.5155 -0.0087 0.843 -2.559 0.587 -0.08
C 3.1691 1.4753 0.7965 -0.048 -2.212 0.449 -1.01
C 2.2954 2.5780 1.2805 -2.083 -0.913 -0.037 -0.56
C 1.4633 3.2915 0.2262 0.737 0.335 -0.348 0.36
C 0.1655 3.6214 0.2165 -0.523 1.649 -2.208 -0.42
N -0.1571 4.4918 -0.8903 1.274 -0.493 1.594 -0.66
C 0.9931 4.7331 -1.4836 -0.897 -1.852 0.657 -0.27
N 1.9905 3.9276 -0.9068 -1.498 1.032 0.592 -0.07
H 0.8317 -1.0904 -1.5015 0.852 -0.510 -0.557 0.29
H 1.6672 -2.6562 -0.9776 0.114 0.181 -0.366 0.60
H 0.1202 -2.7063 0.8209 -0.083 0.802 0.427 0.41
H 0.0891 -0.7330 2.4774 0.285 -0.664 0.135 0.44
H -1.0805 1.0777 3.4090 -0.368 0.004 -1.409 0.32
H -3.1583 1.6767 -0.3411 -0.142 0.513 -0.509 0.47
H -1.8496 -0.1705 -1.3734 0.053 0.009 0.297 0.50
H -1.4503 -3.9780 0.9776 -0.728 -0.630 -0.978 0.31
H -3.4651 -5.3785 -0.3333 0.768 1.401 0.128 0.31
H -4.1151 -4.6088 -2.3821 1.495 0.468 -0.520 0.30
H -2.3509 -3.0324 -3.8976 0.023 -1.340 3.118 0.24
H 1.7895 0.9468 -0.6200 -1.404 0.568 -1.333 0.29
H 4.0005 1.9247 0.2863 0.602 -0.181 -0.786 0.34
H 3.5857 0.9004 1.6454 -0.149 0.354 -0.365 0.45
H 1.6506 2.1666 2.0865 -0.165 0.326 -0.756 0.18
H 2.9384 3.2089 1.7995 1.078 1.771 0.756 0.50
H -0.5707 3.3710 0.9090 -0.924 -0.309 0.862 0.54
H 1.0023 5.3937 -2.3656 0.800 -0.687 0.541 0.38
H 2.9043 3.7593 -1.1934 1.621 0.203 -0.757 0.16